1.
This record from the OMol25 dataset describes a structure of composition C38H46HgN8O4PSSe3Te. The level of theory is ωB97M-V/def2-TZVPD.

Its expectation value of S² is 0.77. For the maximum force, the calculation gives 1.8 eV Å⁻¹. For the LUMO energy (alpha / beta), the calculation gives 3.708 / 3.708 eV. The calculation puts the HOMO energy (alpha / beta) at 0.021 / -0.037 hartree. For the HOMO-LUMO gap (alpha / beta), the calculation gives 3.14 / 4.72 eV.

Geometry as ORCA input:
```
! wB97M-V def2-TZVPD RIJCOSX def2/J DEFGRID3
* xyz -2 2
Hg 0.09 0.17 0.10
Se 0.46 -2.46 1.04
Se 0.43 -4.75 1.27
Te 2.42 -3.68 -2.32
Se 1.09 -1.80 -1.23
O 0.58 4.26 -0.76
S 0.66 3.00 -0.06
O -0.68 2.38 0.17
O 1.62 2.04 -0.63
C 1.40 3.36 1.54
C 1.43 4.69 1.93
C 2.15 5.08 3.05
C 2.86 4.14 3.77
C 2.83 2.81 3.39
C 2.10 2.39 2.28
P 1.98 0.56 1.91
C 2.05 -0.17 3.58
C 0.94 0.02 4.40
C 0.91 -0.50 5.68
C 2.01 -1.20 6.17
C 3.13 -1.37 5.37
C 3.15 -0.86 4.08
C 3.56 0.13 1.14
C 3.83 -1.20 0.85
C 4.92 -1.55 0.07
C 5.76 -0.56 -0.43
C 5.50 0.78 -0.14
C 4.40 1.12 0.63
H 0.91 5.41 1.31
H 2.16 6.12 3.35
H 3.45 4.44 4.63
H 3.39 2.07 3.96
H 0.08 0.57 4.02
H 0.03 -0.36 6.30
H 2.00 -1.60 7.18
H 3.99 -1.91 5.74
H 4.02 -1.02 3.45
H 3.17 -1.99 1.21
H 5.08 -2.59 -0.18
H 6.59 -0.82 -1.07
H 6.14 1.55 -0.55
H 4.18 2.17 0.81
C -2.15 -2.10 3.17
C -2.34 -0.62 3.15
N -1.75 0.25 2.38
C -2.22 1.49 2.75
C -3.11 1.37 3.78
N -3.17 0.01 4.02
H -2.26 -2.51 2.16
H -2.87 -2.57 3.83
H -1.14 -2.36 3.50
H -1.89 2.39 2.25
H -3.68 2.08 4.34
H -3.75 -0.45 4.71
C -1.00 -0.26 -3.92
N -1.12 0.16 -5.32
C -1.47 1.58 -5.33
N -0.47 2.41 -4.65
C -0.35 1.93 -3.26
N 0.01 0.52 -3.19
C 1.30 0.34 -3.87
N 1.24 0.80 -5.27
C 0.20 0.02 -5.95
C 0.83 2.20 -5.29
H -0.72 -1.32 -3.88
H -1.97 -0.15 -3.43
H -2.43 1.71 -4.83
H -1.56 1.92 -6.37
H -1.30 2.09 -2.75
H 0.42 2.52 -2.77
H 1.57 -0.71 -3.86
H 2.05 0.91 -3.33
H 0.48 -1.04 -5.93
H 0.13 0.35 -6.99
H 0.76 2.53 -6.34
H 1.58 2.80 -4.77
C -3.21 3.85 -0.75
C -3.78 2.98 -1.86
N -5.05 2.37 -1.55
C -6.21 3.25 -1.58
C -6.74 3.59 -0.19
C -5.31 0.99 -1.60
O -6.50 0.64 -1.73
C -4.24 0.03 -1.51
C -4.41 -1.28 -2.12
C -3.41 -2.21 -1.96
C -2.26 -1.93 -1.24
N -2.09 -0.69 -0.64
C -3.05 0.20 -0.77
H -2.16 4.09 -0.94
H -3.25 3.32 0.21
H -3.77 4.78 -0.65
H -3.08 2.19 -2.11
H -3.89 3.60 -2.77
H -6.99 2.76 -2.15
H -5.92 4.17 -2.11
H -7.04 2.66 0.31
H -7.61 4.25 -0.25
H -5.97 4.07 0.42
H -5.32 -1.48 -2.66
H -3.51 -3.20 -2.40
H -1.49 -2.67 -1.09
H -2.91 1.12 -0.20
*
```

Here are the Löwdin charges for atoms 1 to 5, given in e:
1 Hg 0.76
2 Se -0.23
3 Se -0.26
4 Te -0.06
5 Se -0.25

=====

2.
This record from the OMol25 dataset describes a structure of composition C38H47BrGeN3O4SV. The level of theory is ωB97M-V/def2-TZVPD.

Its expectation value of S² is 0.77. For the maximum force, the calculation gives 1.5 eV Å⁻¹. For the LUMO energy (alpha / beta), the calculation gives 1.634 / 1.742 eV. The calculation puts the HOMO energy (alpha / beta) at -0.110 / -0.101 hartree. For the HOMO-LUMO gap (alpha / beta), the calculation gives 4.62 / 4.50 eV.

Geometry as ORCA input:
```
! wB97M-V def2-TZVPD RIJCOSX def2/J DEFGRID3
* xyz -1 2
V 0.87 -0.05 -0.03
C 0.72 -2.54 -2.11
N 1.52 -2.13 -0.95
C 2.95 -2.09 -1.32
C 1.37 -2.96 0.22
C 0.94 -4.27 0.20
C 0.79 -4.98 1.39
C 1.06 -4.35 2.60
C 1.48 -3.03 2.63
C 1.67 -2.32 1.44
N 1.96 -0.97 1.34
C 2.73 -0.25 2.21
C 3.65 -0.78 3.13
C 4.39 0.06 3.95
C 4.24 1.44 3.89
C 3.34 1.98 2.98
C 2.60 1.15 2.15
N 1.65 1.68 1.17
C 0.50 2.30 1.87
C 2.28 2.70 0.31
H 1.09 -3.48 -2.54
H 0.80 -1.77 -2.87
H -0.32 -2.64 -1.81
H 3.26 -3.10 -1.63
H 3.53 -1.78 -0.46
H 3.11 -1.39 -2.13
H 0.69 -4.74 -0.74
H 0.44 -6.00 1.37
H 0.90 -4.88 3.53
H 1.62 -2.52 3.57
H 3.80 -1.85 3.19
H 5.10 -0.37 4.65
H 4.81 2.09 4.54
H 3.21 3.05 2.92
H -0.22 2.63 1.13
H 0.83 3.16 2.47
H 0.04 1.56 2.52
H 2.58 3.57 0.90
H 1.55 3.02 -0.44
H 3.14 2.28 -0.19
O 3.05 0.50 -3.39
C 2.04 0.77 -2.75
O 1.95 0.59 -1.47
C 0.86 1.39 -3.45
C 1.15 1.98 -4.68
C 0.16 2.56 -5.45
C -1.15 2.52 -5.00
C -1.45 1.92 -3.80
C -0.46 1.37 -2.97
S -1.00 0.68 -1.43
H 2.18 1.95 -5.02
H 0.41 3.03 -6.40
H -1.95 2.94 -5.60
H -2.47 1.88 -3.45
C -0.95 6.66 -3.37
C -1.94 5.57 -3.01
C -2.66 5.83 -1.69
C -3.56 4.66 -1.28
Ge -2.47 3.09 -0.72
C -3.01 2.41 1.06
C -4.17 1.42 0.96
C -5.47 2.02 0.45
C -6.59 0.99 0.40
H -0.48 6.46 -4.34
H -0.16 6.73 -2.62
H -1.44 7.63 -3.43
H -1.42 4.60 -2.95
H -2.69 5.46 -3.80
H -3.24 6.76 -1.78
H -1.91 6.02 -0.91
H -4.21 4.40 -2.11
H -4.21 4.93 -0.44
H -1.04 3.70 -0.58
H -3.28 3.25 1.70
H -2.15 1.91 1.50
H -4.36 0.97 1.95
H -3.88 0.59 0.31
H -5.32 2.45 -0.54
H -5.76 2.85 1.10
H -6.33 0.18 -0.30
H -7.53 1.43 0.07
H -6.75 0.54 1.38
Br -6.10 -1.24 5.11
C -4.72 -1.35 3.79
C -3.49 -0.78 4.06
C -2.50 -0.84 3.09
C -2.74 -1.49 1.88
C -3.97 -2.07 1.65
C -4.98 -2.00 2.60
C -1.68 -1.53 0.80
O -1.83 -2.29 -0.15
O -0.69 -0.73 1.01
H -3.31 -0.27 5.00
H -1.54 -0.39 3.25
H -4.13 -2.57 0.70
H -5.95 -2.44 2.42
*
```

Here are the Löwdin charges for atoms 1 to 5, given in e:
1 V 0.76
2 C -0.07
3 N -0.22
4 C -0.04
5 C -0.20

=====

Here are the calculated ΔE to the lowest compared entry with this formula, charge and spin numbers, same order: 0.0000, 1.4139 (eV).